(1)
Entry from the Open Molecules 2025 dataset: a structure of composition C14H31N5O5P2S in a non-equilibrium geometry (wB97M-V/def2-TZVPD).

Output
Max |F|, Eh/bohr: 0.045
E_LUMO, eV: 0.43
Frontier orbital gap, eV: 9.3271
Highest occupied orbital energy, eV: -8.90
Molecular weight, g mol⁻¹: 443.45
Total energy, hartree: -2283.00545

ORCA input file:
```
! RIJCOSX wB97M-V def2-TZVPD def2/J DEFGRID3
* xyz 0 1
S -4.81089 0.32185 0.44221
P -2.02803 -0.01233 -3.24214
P -2.99133 1.66862 -1.18598
O -3.23208 0.88082 0.22265
O -4.21074 1.65773 -2.01834
O -1.71529 1.06032 -1.92011
O -3.18210 -1.06021 -2.75791
O -2.62362 3.13394 -0.70850
N -0.33566 3.09259 -0.35560
N -2.80950 0.89929 -4.47579
N 3.01617 -1.08693 3.61578
N -3.43691 5.20552 -1.61312
N 1.79576 -2.86507 0.88842
C 2.63934 -4.00963 -1.30496
C -4.49595 4.98060 -0.61983
C 2.78024 1.72024 0.25306
C 2.16547 -3.37226 -0.07294
C 2.32055 -1.90766 4.01618
C 2.05720 0.39882 0.48182
C 4.12173 -4.38151 -1.18397
C 0.69568 3.01897 0.15028
C 5.01662 -3.17046 -0.94387
C 0.36055 -3.34694 3.50815
C 2.00221 2.91890 0.80776
C -0.53572 -2.18370 3.10674
C -2.52020 4.06413 -1.78921
C 1.42760 -2.95141 4.53696
H -3.86150 5.34415 -2.52159
H 4.91448 -2.44114 -1.75013
H -1.29669 -2.51540 2.39994
H -1.50227 4.45170 -1.75795
H 6.06236 -3.47380 -0.89381
H -3.80695 0.69238 -4.42302
H 4.43385 -4.88390 -2.10124
H -1.04409 -1.75898 3.97600
H 2.03303 -3.81893 4.80241
H 2.48450 -3.32027 -2.13668
H 0.95670 -2.57620 5.44741
H 3.76090 1.68297 0.73100
H -5.10558 4.10972 -0.89205
H -2.73399 1.89629 -4.28755
H 2.03764 -4.90009 -1.48935
H 2.64864 -0.43226 0.10241
H 0.03586 -1.39185 2.62098
H 4.77549 -2.67557 -0.00146
H 1.88056 0.22630 1.54374
H -4.09568 4.88400 0.38806
H -4.02266 -0.60101 -2.56666
H 2.95108 1.85719 -0.81743
H 2.55288 3.84481 0.63725
H 0.83636 -3.74752 2.61523
H -5.53414 1.46238 0.49821
H -5.11498 5.88243 -0.60916
H 1.09540 0.37659 -0.03625
H -2.66147 3.57963 -2.76279
H -0.25525 -4.14467 3.93146
H 1.84905 2.81061 1.88274
H 4.25535 -5.09379 -0.36740
*
```


(2)
Entry from the Open Molecules 2025 dataset: a structure of composition C14H31O2PSe2Tl (wB97M-V/def2-TZVPD).

Output
Max |F|, Eh/bohr: 0.012
E_LUMO, eV: 2.45
Energy relative to the best compared isomer or geometry (same formula, charge and spin), kcal/mol: 0.0
Frontier orbital gap, eV: 5.9712
Highest occupied orbital energy, eV: -3.53
Molecular weight, g mol⁻¹: 624.68
Total energy, hartree: -6019.28634

ORCA input file:
```
! RIJCOSX wB97M-V def2-TZVPD def2/J DEFGRID3
* xyz -1 1
Tl 0.09047 1.08757 -0.10293
Se -1.20766 1.47652 2.58006
Se 2.74543 0.18470 0.87819
P -0.77784 -1.26890 -2.13797
O 1.01403 3.62325 3.68721
O 3.95860 0.63685 4.25681
C 1.49680 2.46996 4.34638
C -1.22829 0.15818 -3.26929
C -2.29070 -2.84709 -4.11262
C -3.01361 -2.86165 -1.71257
C 0.94286 -1.75825 -2.67694
C 0.37135 0.46237 3.23636
C 1.67704 1.22496 3.45038
C 2.32275 1.66092 2.13515
C 1.11088 -2.50302 -4.00085
C 2.59469 0.24569 4.20681
C -2.66552 0.57846 -2.94516
C -1.81742 -2.74411 -2.66377
C -0.97328 0.11999 -4.77512
C 1.56316 -2.58155 -1.54254
H -3.55021 -3.79918 -1.88550
H 1.05612 -3.54547 -1.43778
H -2.82753 0.59993 -1.86485
H -2.69145 -2.83419 -0.67162
H -1.25917 1.08950 -5.19453
H 0.06213 0.00412 4.17904
H 2.61908 -2.77390 -1.74845
H 2.46974 2.74035 4.76332
H 0.14709 3.37905 3.31025
H -2.86897 1.57818 -3.33568
H 0.66828 -3.50002 -3.94611
H 2.25324 0.17538 5.24444
H 3.25520 2.18613 2.33516
H 1.67373 2.37567 1.62998
H 0.54043 -0.33823 2.52071
H -3.71593 -2.03954 -1.86494
H 2.50166 -0.74249 3.74559
H 0.82736 2.18466 5.17252
H 1.50816 -2.05061 -0.59146
H 0.66894 -1.97765 -4.84579
H -0.56972 0.94134 -2.88034
H 2.17828 -2.62753 -4.20219
H -1.46540 -2.80379 -4.82035
H 0.08384 -0.03142 -4.99183
H -3.38688 -0.11167 -3.38756
H -2.80630 -3.80225 -4.25310
H 4.30182 0.53730 3.35836
H -1.15111 -3.59018 -2.45912
H -1.54997 -0.64491 -5.29238
H 1.48117 -0.80439 -2.72838
H -2.99960 -2.05412 -4.35179
*
```


(3)
Entry from the Open Molecules 2025 dataset: a cluster of 3 separate species, C14H32BINO2 in total (wB97M-V/def2-TZVPD).

Output
Max |F|, Eh/bohr: 0.007
E_LUMO, eV: 2.75
Frontier orbital gap, eV: 7.8102
Highest occupied orbital energy, eV: -5.06
Molecular weight, g mol⁻¹: 384.13
Total energy, hartree: -1080.43122

ORCA input file:
```
! RIJCOSX wB97M-V def2-TZVPD def2/J DEFGRID3
* xyz -1 1
I -0.65681 -1.78849 5.48608
O -1.35664 4.02525 1.16603
O 0.77151 -4.03971 -2.98846
N 2.99162 -1.60742 -2.08046
C 0.16584 -3.86839 -0.68700
C -1.05295 -0.74916 2.54509
C 1.78883 -0.78095 -1.90382
C 0.46673 -4.60488 -1.96192
C -0.49487 0.77896 0.29372
C 0.02976 -0.84336 3.58713
C 0.64050 0.49872 3.94007
C -2.63794 3.83893 -0.81807
C 0.81157 1.48100 -0.15725
C 0.37644 -6.11677 -1.90578
C 0.99658 1.63109 -1.68221
C -2.47740 6.02988 0.53079
C 2.01948 0.67471 -2.29707
C -2.08236 4.57594 0.37869
B -0.37481 -0.71589 1.01177
H 1.67002 0.93096 0.24746
H 0.03142 1.47513 -2.17941
H 0.80981 -1.52966 3.26658
H 3.03595 0.95700 -2.00527
H 0.84909 -4.19182 0.10207
H 3.05013 -2.29220 -1.34040
H 0.94924 -1.18038 -2.48631
H 0.24141 -2.79243 -0.81036
H -0.94739 -1.57621 0.33114
H -2.32783 4.33528 -1.74052
H 1.34381 0.44446 4.77080
H -2.01524 6.44567 1.42279
H -0.84371 -4.10374 -0.34326
H -0.62902 -6.41716 -1.60445
H -1.61818 0.17426 2.73301
H 1.17606 0.85721 3.05468
H -1.00032 1.46424 0.98535
H 1.30247 2.65591 -1.92045
H 0.86466 2.48011 0.28775
H 0.82336 -1.04475 1.10507
H -3.56359 6.11697 0.60100
H -0.13910 1.22246 4.18376
H 0.61500 -6.54193 -2.87797
H 1.06573 -6.50198 -1.15173
H -1.15508 0.70789 -0.58357
H -2.16263 6.59585 -0.34833
H 1.48512 -0.83062 -0.85643
H -2.27251 2.81401 -0.80703
H -3.73000 3.85015 -0.79295
H 2.94465 -2.12455 -2.94804
H 1.97873 0.75792 -3.39078
H -1.75713 -1.57751 2.63841
*
```


(4)
Entry from the Open Molecules 2025 dataset: a structure of composition C14H32BeN4O6 in a non-equilibrium geometry (wB97M-V/def2-TZVPD).

Output
Max |F|, Eh/bohr: 0.113
E_LUMO, eV: -2.91
Energy relative to the best compared isomer or geometry (same formula, charge and spin), kcal/mol: 165.3
Frontier orbital gap, eV: 4.3353
Highest occupied orbital energy, eV: -7.25
Molecular weight, g mol⁻¹: 361.44
Total energy, hartree: -1237.41227

ORCA input file:
```
! RIJCOSX wB97M-V def2-TZVPD def2/J DEFGRID3
* xyz 0 1
O -0.96485 -24.30759 -27.78373
O 0.39764 -17.47506 -25.43373
O -0.92133 -19.74314 -23.84808
O 3.52109 -21.54000 -29.82222
O -0.81035 -20.12396 -30.75016
O 3.11994 -23.54143 -25.27969
N 3.67097 -25.78679 -25.09176
N -1.33024 -25.78607 -29.43498
N 5.22037 -22.42335 -30.99450
N -0.94751 -19.18175 -32.80724
C -2.28728 -26.23538 -30.40825
C 0.12210 -25.70386 -29.80361
C -1.76914 -24.93472 -28.46795
C 4.50105 -23.32505 -31.81062
C 4.71209 -25.85377 -26.12057
C 3.46198 -27.03939 -24.25830
C 6.57682 -22.35266 -31.22140
C 0.41581 -18.92557 -33.16163
C 3.00041 -24.63225 -24.76274
C 4.67402 -21.50918 -30.14390
C -1.47741 -19.69968 -31.69252
C -0.64796 -17.30238 -24.46259
C -1.85053 -18.57108 -33.77450
C -0.86263 -18.37320 -23.37767
Be 0.56623 -20.74141 -26.92618
H 3.86099 -24.13916 -31.47054
H 6.70796 -21.68045 -32.06935
H 3.66499 -27.89528 -24.90199
H 3.97430 -22.81119 -32.61473
H 5.46174 -20.89374 -29.68245
H -1.80451 -17.48259 -33.73994
H -3.19348 -26.57155 -29.90438
H 0.50552 -24.68352 -29.80549
H 7.05572 -23.23199 -31.65213
H -2.57841 -25.41993 -31.07036
H 4.81682 -24.95436 -26.72736
H 1.15226 -19.20211 -32.40713
H -1.78001 -18.13637 -22.83876
H 5.55363 -25.91334 -25.43037
H -0.12245 -18.24525 -22.58781
H -2.57236 -19.67368 -31.80475
H 0.38912 -26.10115 -30.78287
H -2.86077 -18.93678 -33.59071
H -2.85512 -24.99250 -28.29615
H -1.58799 -19.02430 -34.73041
H 0.67006 -26.15447 -28.97609
H 5.23765 -23.98088 -32.27472
H 4.08556 -26.99971 -23.36516
H 0.62470 -17.86447 -33.29779
H 2.39484 -27.13886 -24.05987
H -1.95684 -27.08771 -31.00193
H 2.26780 -24.81461 -23.96136
H 4.56311 -26.73987 -26.73760
H -1.60985 -17.03568 -24.90049
H -0.58643 -16.30996 -24.01604
H 0.61777 -19.32173 -34.15680
H 7.07472 -22.02157 -30.31003
*
```


(5)
Entry from the Open Molecules 2025 dataset: a structure of composition C14H32CoN4O6 in a non-equilibrium geometry (wB97M-V/def2-TZVPD).

Output
Max |F|, Eh/bohr: 0.022
E_LUMO (spin up / spin down), eV: 0.44 / 0.44
Energy relative to the best compared isomer or geometry (same formula, charge and spin), kcal/mol: 0.0
Frontier orbital gap (spin up / spin down), eV: 6.4346 / 6.4404
<S²>: 3.756
Highest occupied orbital energy (spin up / spin down), eV: -6.00 / -6.00
Molecular weight, g mol⁻¹: 411.36
Total energy, hartree: -2605.84188

ORCA input file:
```
! RIJCOSX wB97M-V def2-TZVPD def2/J DEFGRID3
* xyz 0 4
Co -0.44163 0.35032 -0.59155
O 0.73316 -0.97160 -1.78639
O 1.26938 1.69852 -0.81116
O -1.41011 0.98205 -2.23238
O -1.78643 -1.28536 -0.24298
O 0.64762 -0.45496 1.14867
O -1.42837 1.69567 0.56477
N 1.72221 -3.00849 -1.44234
N -3.95656 -1.83805 -0.58281
N 1.99724 -0.40330 2.96094
N 1.97522 3.78449 -0.35039
C -4.94180 -2.45944 -1.44984
C 0.91033 -3.37990 -0.31812
C -2.48417 2.08253 -0.27235
C -2.65694 -1.82703 -0.90084
C 0.91135 4.42154 -1.09895
C 2.57659 -4.02064 -2.01644
C -4.46100 -1.09671 0.56316
C 0.79971 -0.31284 2.34634
C 2.03680 2.45285 -0.24607
C 3.21003 -0.70496 2.21875
C -2.18160 2.04762 -1.79028
C 2.13064 -0.10490 4.36015
C 2.82088 4.63729 0.45112
C 1.48385 -1.86544 -2.11948
H 3.78299 0.22098 2.11843
H 0.51519 3.73977 -1.84922
H 1.46484 -3.65833 0.58207
H -5.53802 -1.67209 -1.91661
H 1.99314 -4.84008 -2.45713
H -3.17141 2.13598 -2.28252
H 2.70086 -0.85747 4.91152
H 2.64590 0.84602 4.53805
H 0.04853 4.63568 -0.45737
H -3.59208 -0.75097 1.11719
H -2.79520 3.12532 -0.05940
H 0.23220 -2.58337 -0.02070
H 0.28129 -4.24094 -0.58503
H -4.44218 -2.98417 -2.26449
H 3.81215 -1.42444 2.77421
H 3.23047 -4.43823 -1.25204
H -0.01960 -0.09388 3.04312
H -5.55028 -3.16734 -0.89147
H 1.16083 -0.03347 4.85089
H -5.08588 -1.73603 1.19399
H 3.57255 4.06900 0.99534
H 2.19389 5.21168 1.13910
H -1.67429 3.00291 -2.04643
H -5.11998 -0.30497 0.20127
H 2.95288 -1.11956 1.24933
H -2.46905 -2.36093 -1.84536
H 2.07560 -1.77340 -3.04438
H 3.17242 -3.64900 -2.84811
H -3.37339 1.47211 -0.01285
H 3.38083 5.36409 -0.14594
H 1.29184 5.35675 -1.50496
H 2.84656 2.08912 0.40795
*
```


(6)
Entry from the Open Molecules 2025 dataset: the molecule C14H32N2O4P2 in a non-equilibrium geometry (wB97M-V/def2-TZVPD).

Output
Max |F|, Eh/bohr: 0.321
E_LUMO, eV: 0.48
Energy relative to the best compared isomer or geometry (same formula, charge and spin), kcal/mol: 364.5
Frontier orbital gap, eV: 8.0317
Highest occupied orbital energy, eV: -7.55
Molecular weight, g mol⁻¹: 354.37
Total energy, hartree: -1645.37368

ORCA input file:
```
! RIJCOSX wB97M-V def2-TZVPD def2/J DEFGRID3
* xyz 0 1
P 2.33167 -2.44181 -0.58514
P -1.97580 3.15872 -0.02564
O -3.17619 2.08982 -0.42623
O 1.34099 -3.37534 -0.57866
O -1.17106 2.86841 -1.25172
O 3.77520 -2.77365 -1.05625
N -0.35623 1.73165 1.59215
N 1.73078 -0.24051 0.67123
C -4.56311 2.03885 0.43035
C 2.17202 1.17267 1.19599
C -2.69102 4.67953 0.06872
C -5.61938 2.56739 -0.22215
C -1.23141 2.64470 1.74268
C 3.86994 -5.21652 -0.47045
C 0.60807 -0.61337 1.18888
C 4.27028 -4.01474 -1.44087
C 0.98909 2.11731 1.19433
C -0.47143 0.51088 1.08248
C 3.36883 -4.47350 -2.83111
C -4.62164 0.56259 0.75251
C 2.70221 -1.12914 0.55383
C 1.81680 -1.26091 -2.33080
H 3.53726 -3.70191 -3.48374
H -4.24839 2.53668 1.29013
H -2.10949 2.35866 2.40733
H 0.25082 -1.37033 0.73242
H -1.07678 3.72801 2.00729
H 1.29208 -2.12004 -2.66105
H -0.86932 0.79546 -0.01965
H 1.24989 3.13034 1.58403
H 2.31670 0.82964 2.36211
H -3.50409 4.75847 1.04127
H -3.08026 5.22075 -0.74710
H 0.65289 -0.62249 2.34148
H 0.87155 2.44607 -0.01809
H -1.86394 5.52121 0.28386
H 3.68774 -0.51976 0.41903
H -4.54380 0.13029 -0.24790
H 3.55817 -5.49786 -3.09071
H 2.63469 -0.87054 -2.62593
H -5.50482 3.73228 -0.48364
H 2.88511 -5.24925 -0.16925
H 1.05625 -0.80405 -1.81874
H 2.98517 1.54979 0.72889
H 5.03372 -4.18073 -1.84245
H 4.58967 -4.82675 0.55504
H 2.96251 -1.76119 1.68855
H 2.32958 -4.53727 -2.40301
H -1.45990 -0.00063 1.38334
H -5.43849 0.35077 1.39097
H -5.62216 1.97096 -1.14000
H 4.39515 -6.20583 -0.61633
H -6.40955 2.55682 0.37860
H -3.65660 0.04941 1.51913
*
```